Entry 1:
DFT (ωB97M-V/def2-TZVPD) results for 2 unconnected molecules or ions with the total composition C5H13NO in a non-equilibrium geometry.

Structure (XYZ):
```
20
Properties=species:S:1:pos:R:3:forces:R:3
C -0.24876 1.39056 0.42353 0.47 -0.16 0.54
C -0.61557 2.82510 0.83920 -0.12 0.13 0.04
C -0.99459 0.35941 1.25895 0.29 0.15 0.05
O -2.05798 -0.14657 0.98016 -0.12 -0.02 -0.28
N -0.34183 0.04255 2.41918 -0.08 -0.41 0.41
H -0.37978 1.23525 -0.64051 -0.49 -0.14 0.00
H 0.80710 1.16501 0.60628 0.05 0.38 -0.12
H -1.59389 2.86466 1.32326 0.00 -0.07 -0.13
H -0.74661 -0.66246 3.01797 -0.11 0.21 -0.12
H 0.46645 0.52031 2.77396 0.03 0.08 -0.30
H -0.66320 3.46540 -0.03540 -0.01 0.12 -0.09
H 0.09127 3.28804 1.52977 0.08 -0.22 0.00
C 0.36699 -1.61273 -1.31695 -0.34 -0.26 -0.56
C 1.17463 -2.46726 -2.28333 1.01 -0.33 0.23
H 0.12844 -0.67339 -1.80581 0.14 0.34 0.14
H -0.61045 -2.06445 -1.12745 0.19 -0.07 0.30
H 0.89905 -1.43817 -0.37786 -0.16 0.02 -0.12
H 1.50258 -3.41252 -1.83152 -0.53 -0.06 -0.10
H 2.14384 -2.01505 -2.52040 -0.21 0.34 -0.12
H 0.67229 -2.66368 -3.23300 -0.09 -0.03 0.21
```
Positions in Å, forces in eV/Å.

The spin multiplicity is 1. Its total charge is 0. The SMILES is CCC(N)=O.CC. Its HOMO energy is -9.7 eV. The value obtained for the energy is -8933.785 eV. The calculation puts the energy above the lowest of the compared OMol25 structures with the same formula, charge and spin at 0.226 eV. The calculation puts the LUMO energy at 0.83 eV.

Entry 2:
DFT (ωB97M-V/def2-TZVPD) results for 2 unconnected molecules or ions with the total composition C4H9N2 in a non-equilibrium geometry.

Structure (XYZ):
```
15
Properties=species:S:1:pos:R:3:forces:R:3
C 1.92924 -0.52967 0.72530 3.37 -1.62 2.10
C 0.53306 0.42704 -1.19727 0.04 0.44 -1.18
C -0.20365 0.56721 0.02901 0.96 -0.78 0.47
C -1.17879 1.19276 0.85776 1.44 0.78 0.10
N 1.03068 0.03849 0.08249 -1.96 1.29 -0.87
N -0.91080 -1.90585 -0.74902 0.43 0.54 -0.41
H 2.89531 -0.91008 0.31449 -1.19 0.48 -0.12
H 1.83065 -0.53583 1.80140 -0.12 -0.27 0.13
H 0.30260 -0.41917 -1.82638 -0.20 -0.25 -0.42
H 1.00784 1.28210 -1.66199 0.08 0.16 -0.16
H -1.85969 1.62394 0.24198 -2.86 0.49 -1.96
H -0.82258 2.14083 1.21929 1.15 0.59 0.71
H -1.59242 0.72373 1.69478 -0.49 -1.29 1.08
H -1.50126 -1.96854 0.08838 -0.47 -0.09 -0.65
H -1.46020 -1.72696 -1.62020 -0.16 -0.47 1.16
```
Positions in Å, forces in eV/Å.

The spin multiplicity is 1. Its total charge is +1. Its HOMO energy (alpha / beta) is -13.0 / -11.6 eV. The value obtained for the energy is -7258.900 eV. The calculation puts the energy above the lowest of the compared OMol25 structures with the same formula, charge and spin at 9.242 eV. The calculation puts the LUMO energy (alpha / beta) at -6.75 / -8.11 eV.

Entry 3:
DFT (ωB97M-V/def2-TZVPD) results for a molecular structure, C29H20BrCl4CrN2O3.

Structure (XYZ):
```
60
Properties=species:S:1:pos:R:3:forces:R:3
Cr 0.56090 -0.40536 0.45637 -0.35 0.10 -0.34
Cl 2.14187 3.65483 6.40940 0.00 -0.02 -0.08
C 1.99958 2.87009 4.86217 0.08 0.09 0.01
C 2.57950 3.48459 3.72892 0.01 0.05 0.09
C 2.50006 2.90119 2.50270 0.01 -0.03 -0.05
Cl 3.21661 3.66905 1.13182 -0.02 -0.03 0.01
C 1.82388 1.64689 2.28957 0.00 0.11 0.08
O 1.78253 1.13077 1.13805 -0.03 -0.21 -0.17
C 1.24504 1.06420 3.46467 -0.01 0.06 0.02
C 0.56567 -0.17434 3.40036 -0.02 0.07 -0.09
O 0.29736 -0.83016 2.37648 -0.21 -0.19 0.45
C 1.35393 1.68640 4.73638 -0.05 -0.09 0.00
H 3.09593 4.42919 3.83802 -0.02 -0.01 0.01
H 0.23353 -0.60184 4.35555 0.01 0.00 0.01
H 0.91285 1.20846 5.60354 0.00 -0.01 -0.03
Cl 0.81267 0.70833 -4.33493 -0.06 0.03 0.01
C -0.23099 1.40022 -3.13678 -0.03 0.11 -0.20
C -1.20252 2.34337 -3.52189 0.09 -0.06 -0.13
C -2.06610 2.87786 -2.61474 -0.08 0.06 0.06
Cl -3.25769 4.03665 -3.13324 0.05 -0.05 0.03
C -2.00594 2.49501 -1.25306 0.00 0.04 0.02
C -2.83301 2.98507 -0.22102 -0.02 0.00 -0.05
C -2.67038 2.51885 1.05241 0.00 0.00 0.07
C -1.69578 1.54316 1.31181 -0.09 -0.04 0.02
N -0.90961 1.07011 0.37507 -0.01 0.11 0.01
C -1.03373 1.54697 -0.89638 0.13 -0.10 0.05
C -0.11730 0.97659 -1.83463 0.09 -0.18 0.33
O 0.73172 0.07918 -1.40573 -0.04 0.23 -0.20
H -1.26448 2.63953 -4.56025 0.02 -0.02 0.00
H -3.59174 3.72136 -0.45052 0.01 -0.01 -0.01
H -3.29196 2.87374 1.86253 0.01 0.00 -0.01
H -1.58746 1.12500 2.30449 0.04 0.01 0.00
C 2.58337 -4.05814 -2.91115 -0.01 0.00 0.06
C 2.79623 -3.47998 -1.53896 -0.04 0.01 -0.09
C 3.76114 -3.94750 -0.66132 0.07 -0.04 0.05
C 3.92546 -3.33403 0.56672 0.07 -0.03 -0.03
C 3.09886 -2.27531 0.89395 0.01 0.02 0.02
Br 3.45501 -1.38222 2.51763 0.03 -0.07 -0.01
N 2.12167 -1.84275 0.10236 0.15 -0.12 -0.05
C 2.00690 -2.43150 -1.10199 0.04 0.08 0.01
H 3.30006 -4.85152 -3.11658 0.00 0.00 0.00
H 2.69256 -3.29057 -3.67796 0.01 0.01 0.02
H 1.57937 -4.47428 -3.00509 0.01 0.00 0.00
H 4.39932 -4.77799 -0.93991 0.00 0.02 0.00
H 4.68985 -3.64570 1.26219 0.00 -0.01 -0.01
H 1.25144 -2.00716 -1.74676 -0.01 0.01 0.00
C -0.91612 -1.89268 -0.00312 0.16 0.26 0.00
C -2.11348 -1.39409 -0.72898 0.08 0.00 0.07
C -2.11944 -1.27813 -2.12234 0.00 0.00 -0.05
C -3.18728 -0.70776 -2.80105 0.01 -0.02 0.02
C -4.29419 -0.24137 -2.10415 0.03 -0.01 0.03
C -4.32000 -0.37010 -0.72057 0.03 -0.02 0.01
C -3.24825 -0.94065 -0.04832 -0.05 -0.03 0.01
H -0.40036 -2.64662 -0.59941 -0.07 -0.06 0.04
H -1.17088 -2.32656 0.96615 -0.05 0.01 -0.01
H -1.24955 -1.61424 -2.67877 -0.03 0.00 -0.01
H -3.15117 -0.61904 -3.88064 0.01 -0.01 0.01
H -5.12540 0.21120 -2.63017 0.01 -0.01 0.00
H -5.18216 -0.02329 -0.16234 0.02 -0.01 0.00
H -3.27789 -1.03304 1.03342 -0.02 0.00 -0.02
```
Positions in Å, forces in eV/Å.

The spin multiplicity is 4. Its total charge is 0. Its HOMO energy (alpha / beta) is -7.4 / -7.4 eV. The expectation value of S² is 3.82. The value obtained for the energy is -188077.431 eV. The calculation puts the energy above the lowest of the compared OMol25 structures with the same formula, charge and spin at 0.000 eV. The calculation puts the LUMO energy (alpha / beta) at -0.50 / -0.71 eV.

Entry 4:
DFT (ωB97M-V/def2-TZVPD) results for a molecular structure, Ca2H10N3O14 in a non-equilibrium geometry.

Structure (XYZ):
```
29
Properties=species:S:1:pos:R:3:forces:R:3
Ca -0.25855 -1.29586 -2.98983 0.43 0.90 1.34
Ca 0.83614 -2.44775 2.37836 -1.15 1.66 -1.16
N 0.37539 0.20136 0.11303 0.20 0.00 -1.39
O 1.09489 1.17290 0.08068 -0.53 -0.35 0.15
O 0.29552 -0.46328 1.22642 0.16 -1.19 0.00
O -0.28556 -0.17279 -0.89267 0.48 0.00 1.77
N -3.08709 -2.56619 -1.30518 1.08 -0.58 -0.32
O -4.23793 -2.74012 -1.53720 -0.85 0.35 -0.23
O -2.36791 -1.81982 -2.09291 0.46 -0.36 0.12
O -2.51990 -3.17237 -0.34765 0.57 0.98 0.19
N 2.62470 -0.30180 -2.48429 -0.73 0.19 -0.37
O 1.99953 -1.40377 -2.12505 -0.13 0.22 -0.34
O 1.94920 0.52577 -3.15920 -0.01 -1.11 0.37
O 3.77275 -0.11577 -2.16614 -0.51 -0.18 0.08
O -2.91332 0.32309 1.82138 -0.15 -0.49 -0.32
H -3.57095 -0.24490 1.38611 0.21 0.30 0.20
H -2.30091 -0.27593 2.26380 -0.19 0.18 0.03
O 3.73938 2.20273 0.80961 -0.36 -0.35 -0.04
H 4.11321 1.97603 -0.05297 -0.11 0.06 0.17
H 2.80859 1.92263 0.76644 0.63 0.23 -0.06
O -1.48282 -2.44229 2.19714 -0.38 -0.31 -0.55
H -1.91519 -2.24308 1.29211 0.63 -0.64 0.80
H -2.14374 -2.97280 2.68493 0.23 0.29 -0.38
O -1.07884 2.35990 2.58150 0.37 0.17 0.32
H -0.37834 2.97226 2.85246 -0.24 -0.12 -0.12
H -0.63442 1.71637 2.02437 -0.03 0.06 -0.10
O 1.65686 3.41973 -1.89070 -0.05 -0.26 0.33
H 1.42043 2.79663 -1.18255 0.18 0.35 -0.53
H 2.48887 3.08912 -2.25202 -0.20 -0.01 0.04
```
Positions in Å, forces in eV/Å.

The spin multiplicity is 1. Its total charge is +1. Its HOMO energy is -12.6 eV. The value obtained for the energy is -70161.023 eV. The calculation puts the energy above the lowest of the compared OMol25 structures with the same formula, charge and spin at 2.142 eV. The calculation puts the LUMO energy at -6.48 eV.